A molecular structure, C40H32N4OP2PdSTe, computed with the ωB97M-V functional and the def2-TZVPD basis.

```
82
C40H32N4OP2PdSTe | OMol25 | the ωB97M-V functional and the def2-TZVPD basis
Te 0.13 0.66 -3.10
Pd -1.50 1.05 0.84
S -2.65 3.26 -0.60
P 0.80 1.55 -0.18
P -0.91 -0.95 -0.54
O -2.34 3.56 0.81
N -0.70 0.02 2.73
N -3.18 0.96 2.26
N -2.36 1.88 -1.05
N 3.58 -1.96 -5.29
C -0.04 -1.24 5.11
C 2.00 1.47 1.18
C -1.72 -2.75 -4.12
C 0.44 -0.66 2.86
C -0.48 -2.43 0.37
C 0.84 -4.41 0.71
C -1.55 0.05 3.77
C 2.59 4.67 -3.01
C 1.70 2.20 2.32
C -1.14 -4.03 2.04
C 1.62 -0.60 -5.38
C -3.03 -1.11 -2.27
C 0.61 -3.22 0.03
C -1.25 -0.57 4.98
C 2.62 -1.36 -5.98
C 3.82 1.58 3.26
C -3.05 -2.38 -4.32
C 3.18 3.41 -2.93
C -1.05 -2.31 -2.99
C 2.62 2.26 3.36
C -0.04 -4.81 1.71
C 1.65 -0.47 -4.00
C -4.96 1.60 4.26
C 0.81 -1.30 4.03
C 1.46 4.97 -2.25
C 0.92 4.01 -1.41
C 2.66 -1.09 -3.27
C -3.70 -1.57 -3.40
C -2.86 0.71 3.54
C 3.60 -1.83 -3.98
C 0.52 0.04 -1.09
C 3.22 0.81 1.07
C -3.74 1.03 4.57
C 1.50 2.74 -1.33
C -4.35 1.51 1.97
C -5.29 1.83 2.94
C 2.64 2.45 -2.09
C 4.12 0.86 2.11
C -1.70 -1.48 -2.07
C -1.36 -2.83 1.37
H 1.75 -1.83 4.07
H 0.04 4.24 -0.82
H 1.08 -0.69 2.00
H 5.07 0.34 2.03
H 3.01 5.42 -3.66
H -5.65 1.86 5.05
H 4.53 1.63 4.07
H -3.47 0.85 5.60
H 1.01 5.95 -2.32
H -3.52 -0.46 -1.56
H -1.82 -4.34 2.81
H 3.12 1.48 -2.01
H 1.30 -2.91 -0.74
H 4.06 3.19 -3.51
H 0.76 2.74 2.40
H -4.55 1.68 0.92
H -1.22 -3.39 -4.83
H -4.73 -1.28 -3.56
H -1.95 -0.55 5.80
H 2.71 -1.02 -2.19
H 0.13 -5.74 2.24
H 2.39 2.84 4.25
H -0.02 -2.62 -2.83
H 1.69 -5.03 0.46
H -6.23 2.27 2.65
H -2.21 -2.22 1.63
H 3.46 0.24 0.18
H 2.63 -1.49 -7.05
H 0.86 -0.13 -6.00
H 4.40 -2.33 -3.45
H 0.21 -1.73 6.04
H -3.57 -2.73 -5.19
```

## Properties
⟨S²⟩ ... 6.020
Spin multiplicity ... 5
Relative energy (zero: lowest compared OMol25 entry of this formula, charge and spin) ... 0.783 eV
Charge ... +2
Total energy ... -90175.994 eV

Partial atomic charges computed with the Mulliken method, in multiples of e:
1. Te 0.82
2. Pd 0.56
3. S 0.29
4. P -0.13
5. P 0.84
6. O -0.51
7. N 0.99
8. N 0.66
9. N -0.29
10. N -0.52
11. C -0.86
12. C 0.80
13. C -0.76
14. C -0.16
15. C 1.12
16. C -0.76
17. C 0.69
18. C -0.66
19. C -0.61
20. C -0.70
21. C -0.64
22. C -0.61
23. C -0.25
24. C -0.81
25. C -0.45
26. C -0.67
27. C -0.64
28. C -0.85
29. C 0.02
30. C -0.75
31. C -0.61
32. C 0.86
33. C -0.51
34. C -1.46
35. C -0.74
36. C -0.77
37. C -0.12
38. C -0.71
39. C 0.50
40. C -0.75
41. C -0.43
42. C 0.00
43. C -1.05
44. C 0.54
45. C -0.12
46. C -1.14
47. C 0.19
48. C -0.73
49. C 0.18
50. C -0.74
51. H 0.61
52. H 0.41
53. H 0.43
54. H 0.49
55. H 0.43
56. H 0.46
57. H 0.44
58. H 0.41
59. H 0.48
60. H 0.34
61. H 0.50
62. H 0.48
63. H 0.39
64. H 0.50
65. H 0.50
66. H 0.49
67. H 0.51
68. H 0.47
69. H 0.38
70. H 0.42
71. H 0.44
72. H 0.50
73. H 0.59
74. H 0.48
75. H 0.44
76. H 0.32
77. H 0.31
78. H 0.42
79. H 0.44
80. H 0.40
81. H 0.50
82. H 0.44

=====

A molecular structure, C44H33I2N2OP2PdS4 at a distorted geometry, computed with the ωB97M-V functional and the def2-TZVPD basis.

```
89
C44H33I2N2OP2PdS4 | OMol25 | the ωB97M-V functional and the def2-TZVPD basis
I 2.32 -4.16 0.81
I 2.47 -6.79 0.79
Pd -0.47 -0.46 0.83
S 4.48 -1.66 -0.72
S 7.04 -0.78 -1.77
S 2.05 -1.00 0.82
S -2.72 0.18 1.44
P -1.46 -2.60 0.52
P -0.47 2.25 1.16
O -3.16 0.75 2.72
N 4.90 0.84 -1.42
N 3.58 0.87 -0.92
C -2.22 -5.31 3.49
C 0.84 2.15 -0.06
C -1.11 -3.15 -2.13
C -4.09 1.52 -0.62
C -2.29 -4.62 2.30
C 5.93 4.15 -3.82
C 6.91 3.45 -3.15
C -5.50 -3.05 -0.05
C -0.50 -3.18 3.03
C 1.26 0.65 -2.03
C -5.18 -0.98 1.12
C 2.59 0.11 -1.77
C -2.21 3.56 -0.64
C 0.38 6.07 2.37
C -0.57 -5.29 -3.08
C -4.13 -3.21 -0.17
C 3.35 1.91 0.00
C -0.85 -3.93 -3.24
C -6.03 -1.96 0.63
C -0.69 4.92 4.19
C -0.76 3.76 3.43
C -0.85 -5.07 -0.70
C 4.61 3.76 -3.68
C 5.27 1.97 -2.24
C 2.15 2.37 0.43
C -1.29 -4.94 4.46
C -0.57 -5.85 -1.81
C 6.59 2.37 -2.34
C 0.30 4.92 1.59
C 0.50 1.46 -1.27
C -4.25 2.62 -1.46
C -2.01 2.46 0.18
C 2.98 -0.69 -0.57
C -3.81 -1.12 0.93
C -0.44 -3.88 4.23
C -3.32 3.65 -1.46
C -2.98 1.46 0.20
C -3.26 -2.26 0.35
C 4.27 2.68 -2.89
C -0.27 3.76 2.12
C -0.11 6.06 3.67
C 5.51 -0.40 -1.35
C -1.42 -3.55 2.06
C -1.12 -3.71 -0.86
H -4.83 0.74 -0.62
H 0.81 0.25 -2.94
H 0.69 4.93 0.58
H -1.47 4.36 -0.65
H -1.25 -5.48 5.40
H -0.83 -5.51 0.29
H -2.89 -6.14 3.68
H 0.28 -3.58 4.98
H -0.35 -6.90 -1.68
H -3.02 -4.91 1.55
H 3.12 -0.19 -2.66
H -6.17 -3.80 -0.46
H 3.22 2.41 -2.81
H 7.95 3.75 -3.23
H 3.82 4.31 -4.19
H -0.05 6.96 4.27
H -7.10 -1.86 0.76
H 0.83 6.96 1.96
H -5.12 2.67 -2.11
H 7.36 1.85 -1.80
H 6.19 5.00 -4.44
H -3.74 -4.09 -0.66
H -0.52 1.60 -1.61
H -3.46 4.51 -2.10
H -1.07 4.92 5.20
H 0.17 -2.35 2.85
H -0.36 -5.90 -3.94
H -1.31 -2.09 -2.26
H -1.21 2.86 3.84
H -0.84 -3.49 -4.23
H -5.56 -0.11 1.64
H 2.24 3.02 1.29
H 4.28 2.20 0.47
```

## Properties
Spin multiplicity ... 1
Relative energy (zero: lowest compared OMol25 entry of this formula, charge and spin) ... 4.835 eV
Charge ... +1
Total energy ... -132782.118 eV

Partial atomic charges computed with the Mulliken method, in multiples of e:
1. I 0.39
2. I -0.20
3. Pd -0.33
4. S -0.17
5. S -0.27
6. S -0.47
7. S 1.15
8. P 1.48
9. P 1.04
10. O -0.81
11. N -0.16
12. N 0.80
13. C -0.83
14. C 1.34
15. C -0.61
16. C -0.43
17. C -0.21
18. C -0.47
19. C -0.71
20. C -0.85
21. C -0.34
22. C -1.74
23. C -0.41
24. C -1.12
25. C -0.13
26. C -0.84
27. C -0.50
28. C -0.44
29. C -2.21
30. C -0.70
31. C -0.67
32. C -0.69
33. C -0.62
34. C -0.35
35. C -0.90
36. C 0.71
37. C -0.29
38. C -0.58
39. C -0.82
40. C -0.75
41. C -0.15
42. C 0.02
43. C -0.95
44. C -0.66
45. C 1.58
46. C -0.58
47. C -0.79
48. C -0.82
49. C 1.73
50. C -0.13
51. C 0.07
52. C 0.30
53. C -0.49
54. C 0.06
55. C 0.71
56. C 0.50
57. H 0.49
58. H 0.40
59. H 0.41
60. H 0.41
61. H 0.42
62. H 0.75
63. H 0.44
64. H 0.47
65. H 0.46
66. H 0.48
67. H 0.52
68. H 0.45
69. H 0.29
70. H 0.39
71. H 0.41
72. H 0.41
73. H 0.44
74. H 0.41
75. H 0.42
76. H 0.44
77. H 0.41
78. H 0.53
79. H 0.18
80. H 0.43
81. H 0.43
82. H 0.37
83. H 0.42
84. H 0.35
85. H 0.41
86. H 0.45
87. H 0.60
88. H 0.32
89. H 0.51

=====

10 unconnected molecules or ions with the total composition C14H48O14 at a distorted geometry, computed with the ωB97M-V functional and the def2-TZVPD basis.

```
76
C14H48O14 | OMol25 | the ωB97M-V functional and the def2-TZVPD basis
O 2.46 -4.79 -2.30
O -2.32 -0.04 6.55
O -3.48 2.79 2.85
O 1.95 -0.03 2.60
O 1.33 0.93 -0.49
O -2.51 4.16 -2.24
O 1.90 3.13 -2.12
O 2.20 -4.50 2.22
O -0.55 -0.27 1.38
O -0.18 -3.35 -2.10
O 3.36 -0.89 -0.66
O 0.73 5.45 -3.21
O -2.07 0.41 3.64
O -1.78 -1.24 -3.18
C -0.03 0.61 -0.79
C -3.20 -0.56 5.55
C 0.37 -4.22 -1.12
C 3.08 2.80 -2.84
C 1.27 -5.30 -1.70
C -2.42 -0.82 4.28
C -0.69 5.36 -3.04
C -2.94 2.72 1.54
C 1.99 -3.11 2.46
C -0.41 -0.63 0.02
C -3.11 -1.68 -2.99
C 3.15 -1.55 -1.89
C 2.07 1.36 2.86
C -1.13 4.01 -2.54
H 1.75 -2.63 1.50
H -2.92 3.29 -2.22
H 1.98 -0.53 3.42
H -1.14 5.64 -4.00
H 1.63 4.04 -2.32
H -0.33 -3.86 -2.91
H -0.57 3.73 -1.64
H -3.33 -1.93 -1.94
H 2.91 -2.64 2.81
H 3.67 3.70 -3.06
H 3.83 -2.38 -2.02
H -2.08 0.86 6.30
H -2.13 3.44 1.39
H -0.71 1.44 -0.61
H -1.47 -1.29 4.52
H 1.30 1.78 3.52
H 0.96 -3.69 -0.38
H -0.09 0.36 -1.85
H -2.98 -1.50 3.63
H 3.08 -4.60 1.86
H 3.73 2.11 -2.32
H 2.77 2.43 -3.82
H 1.60 -6.02 -0.96
H 0.96 6.29 -3.60
H 2.62 -0.27 -0.46
H 3.21 -0.84 -2.72
H 1.17 -2.96 3.16
H -3.30 -2.61 -3.54
H -2.54 1.75 1.25
H -1.21 -1.95 -2.84
H 0.34 -0.17 1.79
H 1.58 1.71 -1.03
H -3.83 -0.90 -3.24
H -1.04 3.19 -3.26
H -1.34 -1.03 -0.39
H 2.24 -4.08 -2.91
H 2.03 1.93 1.94
H -1.57 0.18 2.84
H 2.14 -2.00 -1.90
H 3.03 1.57 3.33
H -3.51 -1.54 5.93
H 0.71 -5.82 -2.50
H -0.46 -4.69 -0.59
H -3.77 2.93 0.85
H -1.02 6.12 -2.32
H 0.39 -1.36 -0.15
H -3.29 1.96 3.33
H -4.06 0.10 5.40
```

## Properties
Spin multiplicity ... 1
SMILES ... OCCO.OCCO.OCCO.OCCO.CO.CO.CO.CO.CO.CO
Relative energy (zero: lowest compared OMol25 entry of this formula, charge and spin) ... 2.376 eV
Charge ... 0
Total energy ... -43957.345 eV

Partial atomic charges computed with the Mulliken method, in multiples of e:
1. O -0.52
2. O -0.54
3. O -0.59
4. O -0.37
5. O -0.38
6. O -0.58
7. O -0.45
8. O -0.54
9. O -0.64
10. O -0.45
11. O -0.59
12. O -0.53
13. O -0.42
14. O -0.44
15. C -0.12
16. C -0.64
17. C -0.07
18. C -0.73
19. C -0.55
20. C -0.14
21. C -0.44
22. C -0.19
23. C -0.39
24. C 0.45
25. C -0.66
26. C 0.01
27. C -0.65
28. C 0.10
29. H 0.21
30. H 0.31
31. H 0.23
32. H 0.31
33. H 0.25
34. H 0.27
35. H -0.02
36. H 0.25
37. H 0.36
38. H 0.34
39. H 0.36
40. H 0.32
41. H 0.22
42. H -0.10
43. H 0.19
44. H 0.28
45. H -0.16
46. H 0.42
47. H 0.32
48. H 0.31
49. H 0.28
50. H 0.24
51. H 0.38
52. H 0.28
53. H 0.44
54. H 0.24
55. H 0.11
56. H 0.27
57. H -0.10
58. H 0.39
59. H 0.17
60. H 0.25
61. H 0.27
62. H 0.32
63. H 0.28
64. H 0.33
65. H 0.14
66. H 0.57
67. H -0.35
68. H 0.31
69. H 0.34
70. H 0.35
71. H 0.31
72. H 0.27
73. H 0.30
74. H -0.73
75. H 0.43
76. H 0.31